The following is a quantum chemistry calculation of a molecular structure, C3H5BrN2P in a non-equilibrium geometry, from OMol25.

Each line ends with the Löwdin charge.
Atoms and positions in Å:
C -1.196 -1.347 0.068  0.135
C -1.504 0.348 -0.948  -0.623
C 0.527 0.201 0.274  -0.549
N -0.432 0.932 -0.456  0.009
N 0.041 -1.055 0.436  -0.010
P 1.896 1.000 1.169  0.911
Br -2.879 0.900 -1.975  0.912
H -1.583 -2.368 -0.012  0.105
H -0.293 1.860 -0.692  0.128
H 0.605 -1.698 0.886  0.127
H 2.439 1.628 0.068  -0.105
H 2.381 -0.400 1.183  -0.041

Properties
- energy above the lowest of the compared OMol25 structures with the same formula, charge and spin (kJ/mol) = 280.8
- frontier orbital gap (alpha / beta) (hartree) = 0.2979 / 0.2979
- net charge = +1
- E (eV) = -85492.177
- highest occupied orbital energy (alpha / beta) (eV) = -12.20 / -12.20
- maximum force (Eh/bohr) = 0.141

The following is a quantum chemistry calculation of 2 unconnected molecules or ions with the total composition C4H9NO2S2, from OMol25.

Each line ends with the Löwdin charge.
Atoms and positions in Å:
C 0.236 1.671 -0.029  -0.520
C -1.105 1.380 -0.647  -0.086
C -1.348 -0.127 -0.791  -0.242
C -1.225 -1.834 0.797  -0.045
N -1.657 -0.703 0.485  -0.031
O 1.284 1.191 -0.387  0.046
O 0.162 2.549 0.970  0.127
S 5.178 0.456 0.292  0.213
S 3.767 -0.878 -0.354  0.233
H -1.108 1.834 -1.640  0.131
H -1.883 1.831 -0.034  0.120
H -2.234 -0.268 -1.421  0.124
H -0.488 -0.609 -1.282  0.118
H -1.509 -2.245 1.753  0.065
H -0.573 -2.445 0.164  0.081
H 2.722 -0.048 -0.385  -0.257
H 1.045 2.738 1.329  0.138
H 5.194 0.093 1.584  -0.215

Properties
- energy above the lowest of the compared OMol25 structures with the same formula, charge and spin (kJ/mol) = 11.4
- frontier orbital gap (hartree) = 0.3525
- SMILES = C=NCCC(=O)O.SS
- E (eV) = -31549.191
- highest occupied orbital energy (eV) = -9.05
- maximum force (Eh/bohr) = 0.014

The following is a quantum chemistry calculation of 6 unconnected molecules or ions with the total composition C6H20O7 in a non-equilibrium geometry, from OMol25.

Each line ends with the Löwdin charge.
Atoms and positions in Å:
O 0.864 0.634 -0.938  0.066
C -0.124 0.491 -0.252  -0.522
O -1.301 0.799 -0.856  0.108
C -0.199 -0.063 1.139  -0.074
C -0.320 1.120 2.163  -0.130
C 1.048 1.657 2.525  -0.375
C 1.698 1.176 3.577  0.045
C 1.631 2.750 1.680  -0.057
H -2.012 0.709 -0.228  0.067
H -1.041 -0.728 1.253  0.122
H 0.782 -0.513 1.253  0.128
H -0.947 1.891 1.717  0.117
H -0.736 0.743 3.095  0.110
H 2.646 1.566 3.901  0.060
H 1.227 0.384 4.148  0.066
H 2.480 3.171 2.220  0.074
H 2.042 2.401 0.732  0.076
H 0.948 3.577 1.483  0.084
H 1.935 -0.865 -1.413  -0.001
H 3.386 -0.565 -1.660  0.054
O 2.736 -1.259 -1.797  -0.068
H -4.155 0.759 -0.977  0.037
H -3.728 -0.733 -1.141  -0.003
O -4.094 -0.076 -0.512  -0.068
H 0.093 -3.008 -0.834  0.070
H -0.020 -2.139 -2.037  0.013
O -0.346 -2.191 -1.102  -0.066
H 1.823 -2.189 -3.226  0.042
H 0.848 -1.070 -3.643  0.064
O 0.903 -2.017 -3.486  -0.054
H -2.940 -2.790 -2.530  0.064
H -2.135 -1.780 -1.897  0.011
O -2.992 -1.840 -2.357  -0.058

Properties
- energy above the lowest of the compared OMol25 structures with the same formula, charge and spin (kJ/mol) = 0.0
- frontier orbital gap (hartree) = 0.3695
- SMILES = C=C(C)CCC(=O)O.O.O.O.O.O
- E (eV) = -20879.489
- highest occupied orbital energy (eV) = -9.59
- maximum force (Eh/bohr) = 0.037

The following is a quantum chemistry calculation of C4HNO2 in the gas phase in a non-equilibrium geometry, from OMol25.

Each line ends with the Löwdin charge.
Atoms and positions in Å:
C 0.317 -1.157 -0.071  -0.076
C 0.474 -0.338 0.950  0.022
C -0.659 0.393 -1.428  -0.348
C 0.297 0.845 1.415  -0.204
N -1.038 1.461 -1.571  0.207
O -0.246 -0.806 -1.280  0.073
O 0.254 1.803 2.068  0.198
H 0.601 -2.200 -0.083  0.128

Properties
- energy above the lowest of the compared OMol25 structures with the same formula, charge and spin (kJ/mol) = 104.5
- frontier orbital gap (hartree) = 0.3335
- SMILES = N#COC=C=C=O
- E (eV) = -9745.611
- highest occupied orbital energy (eV) = -10.12
- maximum force (Eh/bohr) = 0.035

The following is a quantum chemistry calculation of a molecular structure, C14H13CoN5O2S in a non-equilibrium geometry, from OMol25.

Each line ends with the Mulliken spin population.
Atoms and positions in Å:
Co -0.489 -1.229 0.789  1.034
N -4.372 -2.080 2.193  0.000
C -3.078 -1.727 2.004  0.004
S -2.138 -2.727 0.907  -0.052
N -2.620 -0.701 2.643  0.006
N -1.327 -0.365 2.339  -0.004
C -0.748 0.455 3.145  0.010
C 0.593 0.941 2.997  0.011
C 1.009 2.012 3.805  0.006
C 2.253 2.579 3.667  -0.006
C 3.125 2.072 2.698  0.005
C 2.765 1.001 1.916  -0.005
C 1.501 0.381 2.050  -0.015
O 1.226 -0.680 1.348  0.006
H -4.676 -2.976 1.863  0.001
H -4.900 -1.608 2.907  0.000
H -1.344 0.825 3.977  -0.002
H 0.314 2.394 4.544  0.000
H 2.552 3.407 4.295  0.000
H 4.097 2.531 2.561  0.000
H 3.443 0.593 1.177  0.000
N 1.377 -0.187 -5.878  0.000
C 0.137 -0.124 -5.331  0.000
O -0.851 0.083 -6.005  -0.001
C 0.034 -0.319 -3.847  -0.008
C -1.227 -0.205 -3.271  0.000
C -1.372 -0.339 -1.908  0.006
N -0.336 -0.569 -1.091  0.034
C 0.879 -0.689 -1.640  -0.017
C 1.105 -0.579 -2.997  -0.009
H 1.458 -0.021 -6.866  0.000
H 2.214 -0.326 -5.346  0.000
H -2.077 -0.005 -3.907  0.001
H -2.341 -0.256 -1.435  0.004
H 1.696 -0.856 -0.948  -0.007
H 2.117 -0.703 -3.357  0.001

Properties
- multiplicity = 2
- energy above the lowest of the compared OMol25 structures with the same formula, charge and spin (kJ/mol) = 24.3
- frontier orbital gap (alpha / beta) (hartree) = 0.2476 / 0.2509
- E (eV) = -74737.813
- highest occupied orbital energy (alpha / beta) (eV) = -7.50 / -7.51
- maximum force (Eh/bohr) = 0.023

The following is a quantum chemistry calculation of a molecular structure, C12H10CrN2O5 in a non-equilibrium geometry, from OMol25.

Each line ends with the Mulliken spin population.
Atoms and positions in Å:
Cr -0.107 -0.063 -1.653  3.972
O -0.098 2.743 -0.485  0.111
C -0.083 1.790 -1.154  -0.124
C -0.127 -1.957 -1.644  -0.100
O -0.049 -3.067 -1.297  0.115
C 1.748 -0.187 -1.237  -0.149
O 2.782 -0.274 -0.686  0.124
C -2.005 0.106 -1.577  -0.109
O -3.087 0.265 -1.196  0.104
C -0.196 0.539 -4.966  0.032
H -1.088 1.151 -4.964  0.001
H 0.746 1.072 -4.947  0.005
C -0.259 -0.779 -5.030  0.029
H 0.628 -1.405 -5.065  0.000
H -1.205 -1.308 -5.084  -0.003
N 1.468 1.110 4.649  0.001
C 1.528 1.226 3.281  0.000
O 2.346 1.916 2.681  0.000
C 0.490 0.394 2.622  0.002
C -0.423 -0.427 3.293  0.013
C -1.332 -1.152 2.540  -0.004
C -1.300 -1.069 1.134  -0.005
N -0.401 -0.302 0.503  -0.030
C 0.481 0.418 1.223  0.001
H 2.088 1.638 5.203  0.000
H 0.739 0.557 5.087  0.000
H -0.426 -0.515 4.385  0.000
H -2.045 -1.785 3.062  0.000
H -2.038 -1.664 0.606  0.002
H 1.225 1.030 0.718  0.012

Properties
- multiplicity = 5
- energy above the lowest of the compared OMol25 structures with the same formula, charge and spin (kJ/mol) = 0.0
- frontier orbital gap (alpha / beta) (hartree) = 0.2735 / 0.1766
- net charge = +2
- E (eV) = -54225.019
- highest occupied orbital energy (alpha / beta) (eV) = -16.19 / -16.19
- maximum force (Eh/bohr) = 0.191